Entry 1:
Here is a structure of composition H41O20 in a non-equilibrium geometry from OMol25. Energies are from the ωB97M-V functional and the def2-TZVPD basis.

The energy above the lowest of the compared OMol25 structures with the same formula, charge and spin is 310.7 kJ/mol. Its gap between HOMO and LUMO is 9.90 eV. As for the spin multiplicity: 1. The max |F| is 0.0474 Eh/bohr. The value obtained for the LUMO energy is -2.5197 eV. As for the HOMO energy: -12.4 eV. Its charge is +1.

Last column: Löwdin charge in e.
Cartesian coordinates (Å):
O 0.521 1.726 1.996  0.025
H 0.782 1.366 1.123  0.059
O -4.742 0.846 -0.503  -0.055
H -4.089 1.180 -1.138  0.010
H -5.526 0.959 -1.052  0.027
O 2.589 0.049 2.914  -0.049
H 1.876 0.069 3.554  0.035
H 3.035 -0.801 2.969  0.028
O -4.175 -3.228 -0.863  -0.035
H -4.619 -2.807 -1.593  0.050
H -4.566 -3.523 -0.050  0.045
O -1.605 -2.435 0.103  -0.063
H -1.988 1.057 2.398  0.028
H -1.350 -2.936 0.884  0.018
O -2.100 0.827 1.474  -0.040
H -3.232 3.283 3.606  0.062
H -2.470 -0.052 1.338  0.061
O -2.397 3.196 3.165  -0.027
H -2.753 3.005 2.281  0.055
H 1.866 -1.909 -1.599  0.016
O 0.937 -0.063 -0.139  -0.038
H 0.050 -0.222 -0.466  0.051
H 1.444 0.054 -0.956  -0.021
O 2.258 0.912 -2.131  -0.085
H 1.503 1.386 -1.757  0.045
H -2.225 -3.062 -0.312  0.009
O 1.653 -0.715 -4.128  -0.081
H 1.904 -0.010 -4.715  0.065
H 2.120 -1.551 -4.321  0.030
O 1.969 3.520 2.548  0.158
H 2.875 3.222 2.744  0.149
H 1.295 2.619 2.527  0.060
O 2.928 -3.510 2.439  -0.053
H 3.035 -4.150 1.736  0.038
H 3.686 -3.391 3.009  0.031
O -2.152 -5.361 1.321  -0.046
H -2.718 -4.820 1.890  0.040
H -1.317 -5.095 1.729  0.039
O -4.318 2.314 -3.112  -0.043
H -5.148 2.010 -2.740  0.018
H -4.372 2.113 -4.051  0.053
O 2.586 3.029 -0.172  -0.018
H 2.081 3.599 1.580  0.088
H 3.171 2.265 -0.170  0.070
O 3.885 -0.856 -3.326  -0.043
H 3.828 -0.125 -2.717  0.015
H 3.955 -1.699 -2.874  0.053
O -0.905 2.784 -0.603  -0.039
H -1.725 2.283 -0.592  0.021
H -1.121 3.718 -0.530  0.051
O 1.726 -2.861 -1.596  -0.030
H 2.939 3.737 -0.713  0.078
H 0.780 -2.894 -1.395  0.054
O -0.061 3.553 4.638  -0.048
H 0.367 3.050 5.330  0.041
H -0.656 3.058 4.060  -0.014
O 1.822 -3.424 -4.065  -0.056
H 1.388 -3.414 -4.920  0.056
H 1.301 -3.036 -3.361  -0.009
H -0.444 1.748 1.958  0.045
H 1.864 0.207 -2.701  0.014


Entry 2:
Here is a cluster of 20 separate species, H41O20 in total in a non-equilibrium geometry from OMol25. Energies are from the ωB97M-V functional and the def2-TZVPD basis.

The energy above the lowest of the compared OMol25 structures with the same formula, charge and spin is 330.6 kJ/mol. Its gap between HOMO and LUMO is 10.13 eV. As for the spin multiplicity: 1. The max |F| is 0.0866 Eh/bohr. The value obtained for the LUMO energy is -2.7081 eV. As for the HOMO energy: -12.8 eV. Its charge is +1.

Last column: Löwdin charge in e.
Cartesian coordinates (Å):
O -3.670 0.064 1.072  0.108
H 2.573 -2.508 -4.511  0.078
O 1.522 1.568 -1.469  -0.077
H 2.223 0.872 -1.307  0.042
H 0.780 0.967 -1.513  0.028
O 1.005 1.889 2.140  -0.023
H 1.910 1.609 2.026  0.035
H 0.292 1.353 1.919  -0.021
O -0.836 5.264 1.615  -0.049
H -0.833 4.608 2.323  0.018
H -1.768 -1.300 -0.609  -0.021
O 4.754 1.150 3.584  -0.032
H 2.255 -1.647 -1.637  0.025
H -0.097 4.899 1.120  -0.011
O 2.478 -0.762 -1.869  -0.061
H -2.384 -2.747 -3.719  0.039
H 2.487 -0.735 -2.894  0.103
O -2.977 -2.787 -2.963  -0.076
H -2.643 -1.393 -1.679  0.098
H 2.806 4.284 2.232  0.060
O -0.521 -2.833 -2.889  -0.046
H -0.504 -3.767 -2.974  0.040
H 0.315 -2.570 -3.260  -0.003
O -1.874 -1.446 1.954  -0.032
H -1.113 -1.565 1.377  -0.004
H 4.603 1.817 2.913  0.025
O -0.256 -2.277 -0.075  -0.056
H -0.029 -2.515 -0.964  0.016
H 0.569 -2.084 0.376  0.096
O 0.729 -4.934 -1.225  -0.061
H 1.249 -5.659 -0.979  0.010
H -3.493 -3.641 -2.955  0.098
O -1.761 4.159 -1.859  -0.097
H -1.435 3.792 -2.759  0.098
H -1.053 4.784 -1.631  0.023
O 0.688 4.205 -0.767  -0.073
H 0.869 3.253 -0.851  0.007
H 1.219 4.463 -1.546  0.083
O 1.679 -2.211 -4.352  -0.014
H -3.024 0.626 1.565  0.096
H 1.390 -1.909 -5.197  0.065
O -2.301 -0.682 -1.036  -0.009
H 0.042 -4.866 -0.504  0.012
H -3.934 0.827 0.419  0.145
O -2.834 1.861 -0.344  -0.027
H -2.793 1.503 -1.241  0.070
H -2.566 2.753 -0.495  0.032
O -0.978 -4.448 0.793  -0.003
H -1.095 -4.732 1.684  0.069
H -1.443 -3.667 0.707  -0.010
O 3.037 3.593 1.591  -0.065
H -3.172 -0.244 0.155  0.111
H 2.248 3.498 1.021  0.006
O 3.106 -1.604 3.878  -0.094
H 2.603 -1.222 4.593  0.019
H 3.839 -2.104 4.384  0.091
O -1.965 1.729 3.271  -0.015
H -1.162 1.602 3.743  0.027
H -2.329 2.614 3.305  0.058
H 5.043 0.286 3.570  -0.023
H -1.468 -1.030 2.740  0.071


Entry 3:
Here is a cluster of 21 separate species, H42O21 in total in a non-equilibrium geometry from OMol25. Energies are from the ωB97M-V functional and the def2-TZVPD basis.

The energy above the lowest of the compared OMol25 structures with the same formula, charge and spin is 89.7 kJ/mol. Its gap between HOMO and LUMO (alpha / beta) is 2.35 / 10.48 eV. As for the spin multiplicity: 2. The max |F| is 0.0637 Eh/bohr. The value obtained for the LUMO energy (alpha / beta) is 2.0634 / 1.9559 eV. As for the HOMO energy (alpha / beta): -0.3 / -8.5 eV. Its charge is -1.

Last column: Löwdin spin population.
Cartesian coordinates (Å):
O 2.513 -0.340 -0.595  0.025
H 3.307 0.087 -0.282  0.007
H 2.732 -1.162 -1.017  0.005
O -0.458 -4.128 -2.562  0.013
H -0.507 -4.588 -1.709  0.003
H -0.668 -3.210 -2.475  0.005
O -1.545 0.072 -1.061  0.037
H -2.126 0.578 -1.655  0.010
H -2.190 -0.458 -0.533  0.016
O -2.147 -2.001 3.405  0.011
H -1.697 -1.277 2.982  0.004
H -1.587 -2.746 3.210  0.002
O -2.861 1.307 2.417  0.023
H -3.796 1.141 2.247  0.006
H -2.550 1.745 1.610  0.008
O -1.579 3.564 -1.949  0.035
H -1.398 3.110 -2.767  0.009
H -0.740 3.877 -1.589  0.016
O 3.847 2.119 -2.169  0.028
H 3.290 2.695 -1.616  0.011
H 3.160 1.449 -2.488  0.009
O -0.502 -3.873 2.319  0.009
H 0.271 -4.355 2.047  0.003
H -0.522 -3.234 1.578  0.004
O -3.387 0.411 -3.339  0.023
H -2.895 -0.449 -3.452  0.006
H -4.221 0.276 -2.898  0.007
O -0.559 2.695 -4.704  0.030
H -0.299 1.789 -5.022  0.011
H 0.394 2.879 -4.654  0.014
O 3.765 0.744 2.910  0.022
H 3.583 -0.256 2.843  0.006
H 2.799 0.862 2.856  0.010
O 0.407 -2.142 0.296  0.020
H -0.268 -1.525 -0.111  0.010
H 0.790 -1.675 1.043  0.008
O -4.357 -1.272 0.374  0.032
H -3.405 -1.165 0.474  0.013
H -4.354 -1.902 -0.371  0.011
O -0.912 2.160 0.796  0.049
H -0.850 2.963 1.309  0.029
H -1.454 2.277 0.023  0.010
O 2.653 -3.117 0.134  0.009
H 2.576 -2.189 0.377  0.004
H 1.692 -3.283 0.021  0.003
O -0.948 -1.527 -3.670  0.018
H -0.525 -0.854 -3.183  0.009
H -0.709 -1.688 -4.585  0.006
O 1.993 3.373 -0.345  0.072
H 2.048 2.830 0.451  0.024
H 1.939 4.257 0.046  0.033
O 1.397 0.066 -3.255  0.033
H 2.059 0.809 -3.303  0.011
H 0.945 0.393 -2.471  0.020
O -0.275 0.099 2.166  0.026
H -0.543 0.184 3.100  0.009
H -0.302 1.068 1.969  0.009
O 2.102 -1.589 4.448  0.016
H 1.464 -1.993 3.877  0.005
H 1.797 -0.916 5.052  0.008
O 1.138 2.264 4.133  0.047
H 0.584 2.019 4.869  0.014
H 1.887 2.758 4.444  0.014


Entry 4:
Here is a cluster of 21 separate species, H42O21 in total in a non-equilibrium geometry from OMol25. Energies are from the ωB97M-V functional and the def2-TZVPD basis.

The energy above the lowest of the compared OMol25 structures with the same formula, charge and spin is 1231.0 kJ/mol. Its gap between HOMO and LUMO is 10.09 eV. As for the spin multiplicity: 1. The max |F| is 0.1745 Eh/bohr. The value obtained for the LUMO energy is -0.3520 eV. As for the HOMO energy: -10.4 eV.

Last column: Löwdin charge in e.
Cartesian coordinates (Å):
O 4.060 1.397 -3.529  -0.044
H 3.526 0.777 -4.065  0.057
H 3.666 1.567 -2.684  -0.018
O -0.508 -4.378 -2.731  0.029
H 0.041 -3.704 -2.395  0.000
H -1.381 -4.223 -2.683  -0.049
O -3.280 -2.631 -0.708  0.011
H -4.178 -2.711 -0.435  0.055
H -3.227 -3.195 -1.430  0.007
O 1.377 1.653 -2.061  -0.071
H 0.735 1.668 -1.430  -0.032
H 2.231 1.769 -1.459  0.096
O -1.144 -3.503 2.554  -0.003
H -0.613 -3.201 3.179  -0.084
H -1.974 -2.944 2.704  0.099
O -0.368 0.548 -4.134  0.002
H -0.235 0.524 -5.050  0.052
H 0.315 0.763 -3.533  0.000
O -1.788 -0.307 -2.069  -0.119
H -1.496 0.146 -2.952  0.038
H -0.987 -0.813 -1.846  0.064
O 0.980 0.738 3.847  -0.147
H 1.478 1.560 4.277  0.117
H 1.313 -0.224 3.992  0.052
O -2.089 2.734 -0.630  -0.073
H -3.064 2.898 -1.045  0.207
H -1.840 1.865 -0.953  0.053
O -2.954 -1.087 -4.163  -0.078
H -3.065 -0.126 -3.969  0.050
H -2.600 -1.503 -3.381  -0.010
O -1.993 -1.249 1.123  -0.088
H -1.739 -2.271 1.095  0.086
H -2.124 -1.146 0.230  -0.057
O -0.114 2.872 0.549  -0.051
H -0.525 3.555 -0.136  0.155
H -0.862 2.487 0.826  -0.060
O 1.096 0.326 1.362  -0.053
H 0.265 0.397 1.834  0.010
H 1.608 -0.271 1.882  -0.004
O 0.763 4.012 2.562  0.003
H 0.621 3.623 1.683  -0.036
H 1.591 3.927 2.755  -0.089
O 1.703 3.952 -1.635  -0.071
H 1.753 3.412 -0.859  -0.041
H 2.374 3.580 -2.230  0.041
O 2.550 -3.211 -1.433  -0.013
H 2.536 -3.365 -0.545  -0.092
H 3.104 -2.453 -1.472  0.022
O 1.315 -2.355 4.373  -0.055
H 2.072 -2.899 4.166  0.044
H 0.680 -2.423 3.552  0.065
O 1.936 -3.371 0.985  -0.018
H 1.247 -2.631 1.285  0.123
H 1.487 -4.015 1.398  -0.019
O -2.531 1.526 1.633  -0.072
H -2.392 2.121 2.246  -0.061
H -2.439 2.021 0.614  0.075
O -2.282 -0.427 3.695  -0.017
H -2.013 0.456 3.680  -0.014
H -2.696 -0.619 2.900  -0.046
O 3.286 2.706 0.276  0.041
H 3.881 3.357 0.242  -0.001
H 2.805 2.700 1.083  0.035


Entry 5:
Here is a structure of composition H46O27PSr in a non-equilibrium geometry from OMol25. Energies are from the ωB97M-V functional and the def2-TZVPD basis.

Its gap between HOMO and LUMO is 8.82 eV. As for the spin multiplicity: 1. The max |F| is 0.0924 Eh/bohr. The value obtained for the LUMO energy is 1.9980 eV. As for the HOMO energy: -6.8 eV. Its charge is -1.

Last column: Löwdin charge in e.
Cartesian coordinates (Å):
Sr 0.054 -0.362 1.476  1.573
P 0.992 -0.081 -1.618  0.186
O 2.011 1.053 -1.620  -0.298
O 1.353 -1.304 -0.687  -0.449
O 0.625 -0.629 -3.033  -0.377
O -0.389 0.512 -1.008  -0.482
O -0.006 3.482 4.223  -0.048
H 0.188 3.791 3.326  0.016
H -0.936 3.239 4.333  0.022
O 0.743 2.924 -3.361  -0.051
H 1.342 2.216 -3.032  0.036
H 0.076 2.500 -3.908  0.057
O 2.252 -0.777 5.334  -0.101
H 2.393 -0.846 4.370  -0.025
H 2.601 -1.664 5.615  0.057
O -4.180 0.287 1.453  -0.047
H -3.695 -0.387 0.977  -0.006
H -4.341 1.029 0.876  0.025
O -2.690 2.045 4.281  -0.060
H -3.614 1.857 4.089  0.055
H -2.271 2.079 3.392  0.012
O -3.102 -3.677 -3.047  -0.062
H -3.559 -2.854 -2.750  0.079
H -2.415 -3.398 -3.651  -0.002
O 0.429 3.859 1.505  -0.079
H 1.052 3.203 1.131  0.033
H 0.158 4.216 0.642  0.038
O -2.127 -1.302 0.204  -0.128
H -1.899 -2.220 0.044  0.001
H -1.638 -0.768 -0.461  0.008
O -2.360 0.188 -3.171  -0.078
H -1.412 0.119 -2.941  0.000
H -2.265 0.561 -4.093  0.089
O 0.464 0.843 3.817  -0.139
H 0.287 0.409 4.693  0.082
H 0.337 1.765 4.087  0.002
O -3.216 2.180 -1.378  -0.087
H -2.847 1.468 -1.987  0.019
H -2.511 2.782 -1.148  -0.019
O -0.927 -2.427 -4.437  -0.114
H -0.376 -1.761 -3.883  0.025
H -0.187 -2.961 -4.781  0.041
O -1.754 -0.715 3.382  -0.125
H -2.551 -0.780 2.818  0.040
H -1.761 0.169 3.754  -0.010
O 1.926 1.365 0.766  -0.269
H 1.975 1.442 -0.364  0.005
H 2.796 1.687 1.116  0.063
O 0.437 -2.894 1.473  -0.114
H 0.267 -3.593 2.093  0.063
H 0.473 -3.261 0.572  0.032
O 2.410 -2.224 -3.956  -0.131
H 3.360 -2.112 -4.161  0.031
H 1.883 -1.392 -3.718  -0.009
O 3.784 -1.483 0.139  -0.144
H 4.371 -2.121 -0.309  0.037
H 2.870 -1.560 -0.392  0.027
O -1.702 -3.908 -0.751  -0.075
H -0.793 -3.878 -1.005  -0.037
H -2.058 -3.807 -1.674  0.017
O -0.524 3.509 -1.098  -0.136
H -0.032 3.479 -1.989  0.033
H -0.509 2.497 -0.997  0.026
O 4.920 1.902 -1.701  -0.041
H 4.721 2.133 -0.802  0.012
H 4.209 1.342 -1.946  -0.018
O 0.903 -3.865 -1.694  -0.058
H 1.530 -4.291 -2.247  0.028
H 1.310 -2.991 -1.443  0.023
O 2.490 -0.936 2.603  -0.146
H 3.088 -1.493 2.014  0.075
H 2.737 -0.012 2.407  0.039
O -1.654 2.015 1.410  -0.090
H -1.173 2.785 1.109  0.003
H -2.341 1.800 0.721  0.046


Entry 6:
Here is the molecule H4N2 in a non-equilibrium geometry from OMol25. Energies are from the ωB97M-V functional and the def2-TZVPD basis.

The energy above the lowest of the compared OMol25 structures with the same formula, charge and spin is 138.0 kJ/mol. Its gap between HOMO and LUMO is 11.02 eV. As for the spin multiplicity: 1. The max |F| is 0.2288 Eh/bohr. The value obtained for the LUMO energy is 1.2940 eV. As for the HOMO energy: -9.7 eV. As for the SMILES: NN.

Last column: Löwdin charge in e.
Cartesian coordinates (Å):
N -0.699 -0.123 -0.015  -0.023
N 0.731 0.024 -0.123  -0.043
H -0.962 0.194 0.800  0.000
H -1.197 0.339 -0.537  -0.052
H 1.135 -0.764 0.363  0.058
H 0.799 0.924 0.337  0.060


Entry 7:
Here is a cluster of 2 separate species, H4N2O2 in total in a non-equilibrium geometry from OMol25. Energies are from the ωB97M-V functional and the def2-TZVPD basis.

The energy above the lowest of the compared OMol25 structures with the same formula, charge and spin is 113.9 kJ/mol. Its gap between HOMO and LUMO is 9.17 eV. As for the spin multiplicity: 1. The max |F| is 0.0273 Eh/bohr. The value obtained for the LUMO energy is -0.6517 eV. As for the HOMO energy: -9.8 eV. As for the SMILES: N=O.NO.

Last column: Löwdin charge in e.
Cartesian coordinates (Å):
N -2.711 0.000 -0.062  0.027
O -1.901 0.187 -0.944  -0.076
H -3.380 0.816 -0.040  0.062
N 1.127 -0.622 0.193  -0.066
O 2.497 -0.497 -0.079  -0.149
H 0.963 -0.323 1.154  0.067
H 0.608 0.053 -0.402  0.058
H 2.797 0.386 0.181  0.076